{"formula": "C5H12N2O", "method": "ωB97M-V/def2-TZVPD", "spin_multiplicity": 3, "e_above_lowest_kcal_mol": 31.8, "total_charge": 0, "total_energy_ev": -10399.3726, "elements": ["O", "N", "N", "C", "C", "C", "C", "C", "H", "H", "H", "H", "H", "H", "H", "H", "H", "H", "H", "H"], "positions_angstrom": [[-1.01798, -1.39334, 1.10186], [-0.69815, -0.33745, 0.62680], [-1.27443, 0.76013, 0.57173], [0.21364, -0.71322, -1.73062], [-2.43921, 0.92752, 1.34904], [1.04232, 1.17280, -0.20152], [0.78584, -0.27777, -0.37478], [1.83490, -1.23860, 0.24677], [-2.58890, 1.97206, 1.50868], [2.29148, -0.65541, 1.08966], [-0.14111, -1.75392, -1.47674], [1.87094, 1.63117, -0.99040], [1.25901, 1.43786, 0.75803], [1.54578, -2.21750, 0.40050], [2.67793, -1.20050, -0.53791], [0.99524, -0.63801, -2.50065], [0.08059, 1.60358, -0.49365], [-2.55836, 0.37971, 2.35252], [-0.54833, -0.12559, -2.32809], [-3.33119, 0.66648, 0.62876]], "forces_ev_per_a": [[-2.8, -4.8, 2.3], [10.6, -2.6, -3.5], [-6.0, 6.4, 0.3], [0.2, -0.5, -0.3], [-2.0, -1.0, 0.1], [1.5, 1.0, -5.5], [-3.0, -0.4, 1.6], [1.7, 4.4, -2.0], [0.0, 0.8, 0.2], [-0.6, -1.2, -0.2], [0.3, 0.9, -1.2], [-1.8, -1.3, 2.1], [0.8, 0.8, 2.6], [-0.7, -1.8, 0.6], [-1.1, -0.4, 1.0], [0.4, -0.9, 0.4], [0.8, 0.6, 0.0], [0.4, 0.4, -1.6], [0.1, -0.3, 1.8], [1.1, 0.0, 1.4]]}

=====

{"formula": "C8H16IN3P", "method": "ωB97M-V/def2-TZVPD", "spin_multiplicity": 1, "e_above_lowest_kcal_mol": 86.2, "total_charge": 1, "total_energy_ev": -30400.2855, "smiles": "C=[N+](C)N1[C@@H](C)N(I)P(=C)=C[C@@H]1C", "elements": ["I", "P", "N", "N", "N", "C", "C", "C", "C", "C", "C", "C", "C", "H", "H", "H", "H", "H", "H", "H", "H", "H", "H", "H", "H", "H", "H", "H", "H"], "positions_angstrom": [[-3.44785, -0.20758, -0.14354], [-0.44617, 1.92629, -0.63078], [-1.85311, 0.87882, 0.68003], [-0.45731, -1.37256, -0.56004], [0.13212, -0.48505, 0.25335], [2.46869, -0.79611, -0.90794], [-0.94602, -2.68889, 0.03960], [1.54502, 0.23232, -0.27259], [-0.82743, 0.05985, 1.33765], [-0.25479, -1.23978, -1.80783], [-0.17701, 0.83588, 2.46079], [-0.98945, 3.46488, -0.40801], [1.26098, 1.53006, -0.94479], [-1.72586, -2.40797, 0.72088], [-0.23726, 4.25435, -0.53494], [3.37180, -0.22186, -1.40387], [1.33367, 1.69836, -2.07008], [1.91730, 0.52747, 0.76362], [-0.04892, -3.10212, 0.63308], [-0.56919, -1.91913, -2.53975], [-1.00318, 1.06984, 3.20791], [2.00437, -1.49609, -1.57706], [2.84310, -1.43325, -0.15947], [0.34905, 1.70608, 2.22411], [-1.38247, -3.43149, -0.74989], [-1.38480, -0.79972, 1.83325], [0.19800, -0.42019, -2.23620], [-2.05163, 3.71292, -0.27768], [0.37836, 0.12467, 3.07018]], "forces_ev_per_a": [[0.4, 0.5, 0.1], [-1.1, 0.8, 1.5], [1.7, 1.3, -1.9], [0.8, -1.3, -0.8], [1.6, 0.2, 2.1], [1.2, 2.0, -0.6], [0.8, -0.8, -0.4], [-1.0, -0.6, 2.8], [-0.6, -1.3, -0.7], [-1.0, -1.0, -0.3], [-1.9, -1.7, 1.8], [0.3, 0.0, -0.2], [-3.2, 0.6, -1.8], [-0.3, -0.3, 0.3], [-0.5, -0.2, 0.0], [-1.9, -1.2, 0.8], [0.5, -0.6, 1.3], [-0.1, -0.8, -1.2], [-1.4, 0.5, -1.2], [-0.6, -1.5, -0.3], [0.8, 0.2, -1.2], [-0.2, 0.1, -0.9], [0.8, -0.6, 1.2], [0.9, 1.3, -0.5], [1.1, 1.7, 1.3], [1.0, 0.7, -0.7], [0.8, 2.0, -0.2], [0.7, -0.2, 0.0], [0.7, 0.1, -0.3]]}

=====

{"formula": "CCl2N5O18Zr", "method": "ωB97M-V/def2-TZVPD", "spin_multiplicity": 1, "total_charge": -5, "total_energy_ev": -71642.8972, "elements": ["Zr", "Cl", "Cl", "O", "O", "O", "O", "O", "O", "O", "O", "O", "O", "O", "O", "O", "O", "O", "O", "O", "O", "N", "N", "N", "N", "N", "C"], "positions_angstrom": [[-2.94958, -11.41523, -8.37299], [-2.44037, -10.57327, -5.77251], [-1.41116, -13.43771, -8.30534], [-3.99251, -13.03750, -6.55290], [-2.45729, -10.95905, -10.50017], [-5.11126, -13.60428, -4.81330], [-2.71136, -9.23101, -8.63366], [-3.91365, -10.76851, -12.08803], [-5.03637, -15.10745, -10.36404], [-1.89759, -7.55159, -9.66888], [-6.55188, -10.23581, -6.87726], [-3.75705, -15.01846, -5.73208], [-2.05085, -11.75318, -12.47922], [-3.44206, -13.90430, -11.12932], [-4.95515, -10.79379, -8.32922], [-7.06029, -10.31430, -9.03300], [-2.37630, -7.28498, -7.61788], [-0.16812, -10.38368, -8.14282], [1.94981, -10.48273, -7.61549], [1.26302, -11.22890, -9.52280], [-4.37807, -13.34922, -9.24866], [1.00181, -10.71642, -8.41719], [-2.82118, -11.19157, -11.70769], [-4.29681, -13.87902, -5.69509], [-2.33600, -8.04492, -8.60010], [-4.28742, -14.09416, -10.23961], [-6.21666, -10.44303, -8.09036]], "forces_ev_per_a": [[-2.9, 0.7, 1.0], [0.0, -0.4, -1.1], [-0.2, 0.7, -0.1], [-0.3, 0.1, 0.0], [0.0, -0.8, 0.5], [-0.7, 0.0, 0.8], [-0.2, -0.1, 1.0], [0.1, -0.1, 0.2], [-0.3, 0.5, 0.6], [-0.1, -0.4, -0.1], [0.7, -0.1, -0.6], [-0.1, -0.2, 0.3], [0.4, 0.1, 0.1], [-0.1, 0.5, 0.3], [3.6, -1.1, -0.7], [1.0, -0.2, -0.5], [-0.6, -1.3, 0.4], [0.5, -0.1, 0.3], [-0.1, 0.0, 0.3], [0.2, -0.1, 0.1], [0.0, 0.4, 0.1], [-0.3, 0.2, -0.7], [-0.6, 0.2, -0.5], [1.1, -0.1, -1.1], [1.2, 1.9, -1.3], [0.6, -1.2, -1.2], [-2.7, 0.7, 1.7]]}